[1]
Below is C4H5N in the gas phase in a non-equilibrium geometry, with properties calculated with wB97M-V/def2-TZVPD.

Structure (XYZ):
```
10
Properties=species:S:1:pos:R:3:forces:R:3
H -1.76377 -0.96207 0.10212 -0.086 -0.693 -0.287
H 0.38542 1.56987 -0.83566 -1.968 -0.312 1.884
H -0.45213 -2.36963 -0.05069 -0.314 1.102 0.085
C -0.33439 1.13504 0.02143 0.688 1.139 -1.775
H -1.42583 1.12402 -0.33629 1.652 0.596 0.836
C -0.73287 -1.29355 0.00292 0.012 -0.972 0.389
C 1.57049 -0.37077 0.03499 2.762 0.240 0.036
H -0.10004 1.67341 0.98513 -0.575 -0.389 -1.127
N 2.73907 -0.22185 0.00777 -3.264 -0.623 0.082
C 0.11405 -0.28446 0.06828 1.093 -0.088 -0.123
```
Forces are in eV/Å.

The net charge is 0. As for the relative energy (zero: lowest compared OMol25 entry of this formula, charge and spin): 119.0 kJ/mol. The value obtained for the HOMO-LUMO gap is 10.924 eV. The calculated total energy is -210.11843 hartree.

[2]
Below is C4H5N in the gas phase in a non-equilibrium geometry, with properties calculated with wB97M-V/def2-TZVPD.

Structure (XYZ):
```
10
Properties=species:S:1:pos:R:3:forces:R:3
H 0.66810 -1.41644 -0.30008 -2.064 0.392 1.005
C -0.02680 0.60267 0.37209 -4.060 -4.066 0.064
C -0.78809 -0.00694 -0.95348 1.992 1.176 2.362
H -0.08994 0.07997 -1.79418 -0.703 -0.101 0.158
H -1.74739 0.44154 -1.05359 -0.741 -0.247 -0.132
C -0.33919 -0.97235 0.09736 3.457 0.570 -2.178
H -0.49609 0.83421 1.36948 -0.269 0.371 -1.707
H -0.80361 -1.65431 0.78372 -0.822 0.409 0.109
N 2.30929 1.28974 0.99906 -4.892 -3.116 -3.383
C 1.31371 0.80190 0.47962 8.104 4.612 3.701
```
Forces are in eV/Å.

The net charge is 0. As for the relative energy (zero: lowest compared OMol25 entry of this formula, charge and spin): 257.8 kJ/mol. The value obtained for the HOMO-LUMO gap is 10.535 eV. The calculated total energy is -210.06556 hartree.

[3]
Below is C4H5N in the gas phase in a non-equilibrium geometry, with properties calculated with wB97M-V/def2-TZVPD.

Structure (XYZ):
```
10
Properties=species:S:1:pos:R:3:forces:R:3
H -0.64837 -0.20093 -1.68298 0.191 -0.364 -0.106
H -0.29100 -1.99187 -1.35437 -0.214 0.576 0.226
C 0.02802 -0.54442 0.32835 0.763 1.077 1.961
H 1.64856 0.24016 -1.10622 0.071 0.688 0.535
C 1.18865 -0.60080 -0.62330 4.151 -1.326 -0.833
N -0.96067 1.80957 0.98277 1.260 -2.335 0.270
C -0.46145 0.75541 0.86546 -1.045 1.503 -1.758
H 0.10073 -1.22664 1.15062 -0.234 -0.791 -0.097
H 1.93862 -1.50178 -0.67355 -1.482 1.831 0.953
C -0.09253 -0.94117 -1.10599 -3.461 -0.860 -1.152
```
Forces are in eV/Å.

The net charge is 0. As for the relative energy (zero: lowest compared OMol25 entry of this formula, charge and spin): 154.4 kJ/mol. The value obtained for the HOMO-LUMO gap is 11.852 eV. The calculated total energy is -210.10493 hartree.

[4]
Below is an isolated ion of composition C4H5N2 and charge +1 in a non-equilibrium geometry, with properties calculated with wB97M-V/def2-TZVPD.

Structure (XYZ):
```
11
Properties=species:S:1:pos:R:3:forces:R:3
H -1.99606 -1.19474 -0.83706 0.487 0.694 -0.080
C -0.40259 -1.16624 0.44953 5.060 -4.536 0.316
C 1.31288 1.56255 -0.16458 -0.902 0.662 2.135
N 0.58440 -1.81271 0.54984 -6.354 3.789 -0.382
N -0.92888 0.85336 -0.62049 -5.408 -3.562 -1.333
C 0.07546 1.10266 -0.05999 6.345 3.419 -0.243
C -1.48965 -0.50423 -0.13028 -3.850 2.522 1.401
H 1.88477 1.14350 -0.93160 0.751 -0.632 -1.186
H -2.33524 -0.16045 0.63849 1.834 -1.162 -1.350
H 1.80322 2.29612 0.46364 -0.272 -0.251 0.268
H 1.49170 -2.11982 0.64250 2.308 -0.943 0.455
```
Forces are in eV/Å.

The net charge is +1. As for the relative energy (zero: lowest compared OMol25 entry of this formula, charge and spin): 290.7 kJ/mol. The value obtained for the HOMO-LUMO gap is 8.612 eV. The calculated total energy is -264.50468 hartree.

[5]
Below is an isolated ion of composition C4H5N2O and charge +1 in a non-equilibrium geometry, with properties calculated with wB97M-V/def2-TZVPD.

Structure (XYZ):
```
12
Properties=species:S:1:pos:R:3:forces:R:3
H 0.85053 2.32643 1.05463 0.181 -0.941 0.037
C 1.57882 -1.11670 1.35308 0.300 0.064 0.560
H 0.82720 -1.17336 -1.35433 2.421 0.806 -3.986
C 0.75628 -0.54571 0.54141 -0.705 0.737 -0.796
N -1.08175 0.16778 -0.47093 -1.781 0.508 -0.716
C -0.08396 0.60591 0.24673 1.157 0.599 1.045
H -0.58640 2.50757 0.30282 -1.975 1.714 -0.836
N 0.09161 1.87665 0.55411 1.234 -1.166 0.754
H 0.46909 -2.49673 -0.24427 -0.523 -0.585 -0.781
H -2.03277 0.50479 -0.60068 0.409 0.608 0.053
O -1.06327 -1.15972 -0.78038 -0.262 -0.921 0.422
C 0.27464 -1.49691 -0.60219 -0.455 -1.422 4.244
```
Forces are in eV/Å.

The net charge is +1. As for the relative energy (zero: lowest compared OMol25 entry of this formula, charge and spin): 473.9 kJ/mol. The value obtained for the HOMO-LUMO gap is 9.532 eV. The calculated total energy is -339.68641 hartree.

[6]
Below is an isolated ion of composition C4H5N2O2 and charge +1 in a non-equilibrium geometry, with properties calculated with wB97M-V/def2-TZVPD.

Structure (XYZ):
```
13
Properties=species:S:1:pos:R:3:forces:R:3
C -3.07517 -0.07936 0.26708 -0.497 -2.361 -0.491
H 3.26873 0.29933 0.44984 -0.994 -0.375 -0.630
N 1.30062 -0.10155 -0.25264 -5.313 -6.687 -0.291
O -0.99575 -0.57219 -1.04148 -1.915 0.138 2.305
H -3.10222 0.85132 0.66627 -0.215 3.034 1.251
C -1.98937 -0.36672 -0.31689 2.558 -1.007 -2.647
H 1.43686 1.76826 -0.35484 -0.549 -0.702 -0.210
C 0.29536 -1.19122 -0.24463 2.253 2.081 0.160
H 2.75107 -1.44134 0.23242 0.138 -1.358 -0.069
N 0.73698 0.99418 -0.43672 -0.179 6.355 -0.502
H -3.93015 -0.73144 0.42694 0.296 -0.185 -0.150
O 0.24543 -2.28709 0.15171 0.041 -0.088 -0.261
C 2.54728 -0.43736 0.02282 4.376 1.157 1.536
```
Forces are in eV/Å.

The net charge is +1. As for the relative energy (zero: lowest compared OMol25 entry of this formula, charge and spin): 247.8 kJ/mol. Its spin multiplicity is 3. The value obtained for the HOMO-LUMO gap (alpha / beta) is 6.687 / 9.779 eV. The calculated total energy is -414.87385 hartree.

[7]
Below is C4H5N2O2S as an isolated structure in a non-equilibrium geometry, with properties calculated with wB97M-V/def2-TZVPD.

Structure (XYZ):
```
14
Properties=species:S:1:pos:R:3:forces:R:3
C -0.17778 -1.46681 0.01643 -2.046 0.916 -0.305
C 1.29389 0.38210 0.46051 -1.685 1.242 0.243
H 1.90982 -0.26786 1.01233 0.815 -1.224 0.562
O -3.62540 -0.96647 0.19442 1.426 0.385 -0.498
O -1.96409 1.66179 0.46081 -0.168 0.573 1.520
H -1.68966 0.77697 -1.30326 0.577 -0.431 0.824
H 1.12738 1.25343 1.17249 0.125 -0.597 -1.319
S 0.75904 -2.73823 0.31432 2.027 -2.588 0.312
N -1.53403 -1.67912 -0.36798 -0.163 -1.355 0.088
N -0.00388 -0.21932 0.15984 0.726 2.458 -0.065
H 1.81302 0.64483 -0.47488 -0.143 0.292 0.394
H -1.90436 -2.58121 -0.17327 0.109 -1.017 -0.181
C -1.76340 0.63566 -0.14990 -0.270 0.237 -2.694
C -2.43285 -0.74147 -0.04720 -1.331 1.109 1.118
```
Forces are in eV/Å.

The net charge is -1. As for the relative energy (zero: lowest compared OMol25 entry of this formula, charge and spin): 92.5 kJ/mol. The value obtained for the HOMO-LUMO gap is 7.947 eV. The calculated total energy is -813.64827 hartree.

[8]
Below is C4H5N2OP in the gas phase in a non-equilibrium geometry, with properties calculated with wB97M-V/def2-TZVPD.

Structure (XYZ):
```
13
Properties=species:S:1:pos:R:3:forces:R:3
H 1.90001 -1.54854 1.19535 0.650 0.518 1.508
C -1.85448 0.11936 -1.47228 -0.468 1.316 -1.288
C -0.15916 0.08828 -0.10961 0.088 -0.014 -0.563
H -2.64851 0.37370 -2.20938 0.863 -0.331 0.660
O 1.58810 1.53976 0.37986 -1.184 -1.708 -0.315
C 1.04302 0.45366 0.62264 2.099 2.920 1.967
H -0.99641 -1.46058 1.01264 -0.255 -0.311 -0.739
N -0.96357 -1.00416 0.10279 0.860 1.548 -0.006
H -0.39316 1.80110 -1.29286 1.038 2.783 -1.244
P 2.02120 -0.40659 2.18358 -1.239 -0.865 -3.614
H 3.15048 0.12913 1.47075 -0.234 -0.446 0.592
N -2.01406 -0.92701 -0.71479 -0.895 -1.488 0.640
C -0.67346 0.84188 -1.16870 -1.323 -3.922 2.402
```
Forces are in eV/Å.

The net charge is 0. As for the relative energy (zero: lowest compared OMol25 entry of this formula, charge and spin): 164.4 kJ/mol. The value obtained for the HOMO-LUMO gap is 9.257 eV. The calculated total energy is -681.44179 hartree.